Molecular formula: C29H29Cl5GeN6O5SeSiTi
Method: DFT, ωB97M-V with the def2-TZVPD basis set

Geometry as ORCA input:
```
! RIJCOSX wB97M-V def2-TZVPD def2/J DEFGRID3
* xyz -1 2
Ti 0.13 -0.19 -0.20
C -1.62 2.83 3.75
O -1.43 1.61 3.02
C -0.34 1.50 2.25
O -0.41 1.00 1.11
N 0.83 2.09 2.71
N 1.98 1.87 1.94
H -2.69 2.93 3.91
H -1.28 3.69 3.17
H -1.10 2.80 4.71
H 0.94 2.14 3.72
H 2.60 1.17 2.33
H 2.47 2.75 1.78
Se 0.09 -5.40 5.62
N -1.20 -4.60 4.65
C -0.62 -3.78 3.79
C -1.33 -2.96 2.87
C -2.72 -2.91 2.81
C -3.33 -2.04 1.93
C -2.53 -1.29 1.06
N -1.22 -1.36 1.04
C -0.59 -2.12 1.98
C 0.82 -2.02 2.06
N 1.45 -1.09 1.28
C 2.77 -1.04 1.35
C 3.55 -1.86 2.16
C 2.92 -2.77 3.00
C 1.54 -2.86 2.98
C 0.81 -3.73 3.84
N 1.39 -4.52 4.74
H -3.29 -3.53 3.49
H -4.41 -1.95 1.88
H -2.99 -0.62 0.35
H 3.27 -0.30 0.73
H 4.63 -1.78 2.14
H 3.48 -3.41 3.67
C -1.17 -2.65 -3.28
Si -2.04 -1.09 -2.57
C -3.67 -1.89 -1.93
C -2.48 0.04 -4.05
O -1.26 -0.23 -1.44
H -1.90 -3.27 -3.79
H -0.73 -3.23 -2.48
H -0.41 -2.39 -4.01
H -4.15 -2.41 -2.75
H -4.38 -1.14 -1.57
H -3.51 -2.61 -1.13
H -2.60 -0.54 -4.96
H -1.70 0.78 -4.23
H -3.40 0.58 -3.87
Cl 3.72 -2.59 -1.48
C 2.56 -2.43 -2.80
Cl 1.93 -4.02 -3.22
C 1.42 -1.45 -2.35
O 1.08 -0.59 -3.14
O 1.02 -1.63 -1.17
H 3.08 -2.04 -3.68
C 0.55 5.42 -1.90
C -0.09 4.76 -0.84
C 0.23 3.47 -0.53
C 1.23 2.75 -1.22
C 1.56 1.39 -0.96
C 2.75 0.93 -1.48
C 3.53 1.68 -2.37
C 3.13 2.92 -2.76
C 1.98 3.49 -2.19
C 1.57 4.79 -2.55
H 0.22 6.41 -2.19
H -0.87 5.26 -0.28
H -0.28 2.99 0.29
H 3.12 -0.06 -1.25
H 4.44 1.24 -2.77
H 3.70 3.50 -3.48
H 2.08 5.28 -3.36
Cl -2.40 3.39 -2.60
Ge -2.57 1.92 -0.87
Cl -4.80 1.43 -1.19
Cl -3.04 3.59 0.75
*
```

Values from the calculation:
⟨S²⟩: 0.772
HOMO-LUMO gap (spin up / spin down) (eV): 4.381 / 5.769
Lowest unoccupied orbital energy (spin up / spin down) (eV): 0.90 / 1.22
E (hartree): -9745.857991
Relative energy (zero: lowest compared OMol25 entry of this formula, charge and spin) (kJ/mol): 328.1